Run a
Entry from OMol25: an isolated molecule of C5H9NO2 (ωB97M-V/def2-TZVPD).

Atoms and positions in Å:
C1 -2.07378 0.40339 0.60285
C2 -1.49922 0.08891 -0.75400
C3 -0.01121 -0.45829 -0.67401
C4 0.78384 0.70393 -0.44130
C5 2.28025 0.16150 1.31018
N1 -1.52336 0.41818 1.72057
O1 0.59319 1.80411 -1.36278
O2 1.86652 0.71130 0.19515
H1 -3.08485 0.72448 0.55607
H2 -2.21619 -0.68464 -1.31713
H3 -1.45073 0.97981 -1.34170
H4 0.27940 -1.30733 0.14584
H5 0.13451 -0.85310 -1.66214
H6 2.12336 -0.91590 1.28344
H7 -0.56340 0.20091 1.74559
H8 3.35484 0.30250 1.55441
H9 1.34450 2.24112 -1.63957

For the HOMO-LUMO gap (spin up / spin down), the calculation gives 8.28 / 7.35 eV. The value obtained for the HOMO energy (spin up / spin down) is -0.2882 / -0.2612 hartree. As for the charge: 0. As for the multiplicity: 1.

Run b
Entry from OMol25: an isolated molecule of C5H9NO2 (ωB97M-V/def2-TZVPD).

Atoms and positions in Å:
C1 1.20426 1.86668 1.07580
C2 -1.44143 -1.68063 -0.04924
C3 0.27758 0.52853 0.82616
C4 -0.53655 -0.86242 -0.92566
C5 -0.37896 -1.08924 -2.23035
O1 -0.13271 0.01126 1.97020
O2 1.92769 2.16252 -0.07133
N1 0.17483 0.21178 -0.38051
H1 0.56445 0.78046 2.36584
H2 1.54065 1.61563 -0.78093
H3 0.48442 2.66911 1.29414
H4 1.92724 1.82311 1.91149
H5 -1.95257 -2.44032 -0.63647
H6 -2.18632 -1.04491 0.43105
H7 -0.87162 -2.16689 0.74295
H8 -0.88556 -1.90436 -2.72026
H9 0.28461 -0.48032 -2.82288

For the HOMO-LUMO gap, the calculation gives 9.51 eV. The value obtained for the HOMO energy is -0.3269 hartree. As for the charge: 0. As for the multiplicity: 1. The SMILES is C=C(C)/N=C(\O)CO.

Run c
Entry from OMol25: an isolated molecule of C5H9NO2 (ωB97M-V/def2-TZVPD).

Atoms and positions in Å:
C1 -1.51494 -1.40103 -0.00019
C2 2.58340 0.11429 0.00032
N1 -1.21844 0.01536 0.00008
C3 0.11126 0.44000 0.00009
C4 -2.25916 0.89257 0.00026
C5 1.16445 -0.38328 0.00015
O1 0.23942 1.79904 -0.00016
O2 -3.42130 0.56512 0.00024
H1 1.18003 2.01356 -0.00173
H2 -1.93198 1.93950 0.00048
H3 1.02095 -1.44695 0.00002
H4 -1.11064 -1.88023 -0.89252
H5 -1.10876 -1.88092 0.89089
H6 -2.60040 -1.49288 0.00091
H7 3.26823 -0.72789 -0.00095
H8 2.79876 0.71801 -0.88432
H9 2.79913 0.71574 0.88642

For the HOMO-LUMO gap, the calculation gives 9.04 eV. The value obtained for the HOMO energy is -0.3098 hartree. As for the charge: 0. As for the multiplicity: 1. The SMILES is C/C=C(\O)N(C)C=O.

Short version: run c is the most stable of them.

Run a
Entry from OMol25: a structure of composition C5H9NO2 (ωB97M-V/def2-TZVPD).

Atoms and positions in Å:
C1 -0.07510 -0.60328 -0.15731
C2 0.63432 -0.36059 -1.90803
C3 -1.07927 -1.66467 0.15590
C4 -0.03594 0.64616 0.57717
N1 -1.29280 1.07886 1.10617
C5 1.06352 1.42731 0.72508
O1 1.04121 -1.10967 -0.81188
O2 2.25709 1.23441 0.11043
H1 2.31682 0.31659 -0.19400
H2 -1.57364 0.54112 1.91754
H3 -1.28154 2.06073 1.34802
H4 1.36692 0.33662 -2.29232
H5 -0.31733 -0.44638 -2.41455
H6 0.99686 2.40498 1.18264
H7 -0.60839 -2.65249 0.14020
H8 -1.86266 -1.67378 -0.61027
H9 -1.55006 -1.53594 1.12521

For the HOMO-LUMO gap (spin up / spin down), the calculation gives 7.75 / 7.75 eV. The value obtained for the HOMO energy (spin up / spin down) is -0.2615 / -0.2615 hartree. As for the charge: 0. As for the multiplicity: 1.

Run b
Entry from OMol25: an isolated molecule of C5H9NO2 (ωB97M-V/def2-TZVPD).

Atoms and positions in Å:
C1 1.67106 -1.30810 0.69398
C2 0.38538 0.66920 -1.78049
C3 -0.50061 -0.32797 0.99817
C4 -1.20637 0.61762 0.26892
C5 -0.19272 1.22747 -0.51774
O1 -0.96636 -1.27516 1.84844
O2 -2.36317 1.22867 0.73624
N1 0.80245 -0.14166 0.77297
H1 -1.93145 -1.26700 1.80849
H2 -2.92823 1.43650 -0.01475
H3 -0.12763 2.31935 -0.45965
H4 2.41894 -1.26413 1.49006
H5 1.14433 -2.26651 0.75092
H6 2.21024 -1.26181 -0.25757
H7 1.43056 0.96821 -1.89884
H8 0.31593 -0.41826 -1.79535
H9 -0.16234 1.06357 -2.64380

For the HOMO-LUMO gap, the calculation gives 8.30 eV. The value obtained for the HOMO energy is -0.2820 hartree. As for the charge: 0. As for the multiplicity: 1. The SMILES is C/C=C(O)\C(O)=N\C.

Short version: run b is the most stable of them.

Run a
Entry from OMol25: an isolated molecule of C5H9NO2 (ωB97M-V/def2-TZVPD).

Atoms and positions in Å:
C1 -1.05670 1.40932 1.78519
C2 -0.04824 0.59597 1.04210
C3 -0.07635 -0.98460 1.15692
C4 -0.57338 -0.26580 -0.06305
C5 -0.04559 -0.56386 -1.36259
H1 -0.66288 1.61021 2.80801
H2 -1.35539 2.40690 1.23878
H3 -1.91810 0.82574 1.82830
H4 1.30395 2.28649 1.12133
H5 1.88884 0.76688 0.48010
H6 -0.89464 -1.49466 1.79335
H7 0.89565 -1.59257 1.08562
H8 -1.75232 -0.19351 -0.28991
H9 1.15963 -1.53600 -2.46280
N1 1.29137 1.20148 1.20422
O1 0.99178 -1.44582 -1.54977
O2 -0.60463 -0.13368 -2.37320

For the HOMO-LUMO gap, the calculation gives 9.82 eV. The value obtained for the HOMO energy is -0.3345 hartree. As for the charge: 0. As for the multiplicity: 1. The SMILES is C[C@@]1(N)C[C@@H]1C(=O)O.

Run b
Entry from OMol25: an isolated molecule of C5H9NO2 (ωB97M-V/def2-TZVPD).

Atoms and positions in Å:
C1 -1.44205 -0.43034 -1.02706
C2 0.83919 1.98823 0.67864
C3 -1.15949 0.64927 -0.03837
N1 1.36173 -1.63376 -0.58467
C4 0.50353 -1.24061 0.37152
C5 -0.89103 -1.11564 0.22218
O1 0.38249 0.99835 -0.22606
O2 -1.87827 1.40837 0.59086
H1 2.32683 -1.82417 -0.35300
H2 1.04848 -1.60375 -1.54531
H3 -2.50513 -0.59157 -1.18459
H4 -0.83196 -0.45227 -1.92770
H5 0.90546 -1.30005 1.37985
H6 -1.55730 -1.62012 0.91116
H7 1.19711 1.53050 1.61071
H8 1.65935 2.53831 0.20955
H9 0.04106 2.69925 0.91227

For the HOMO-LUMO gap, the calculation gives 8.16 eV. The value obtained for the HOMO energy is -0.2758 hartree. As for the charge: 0. As for the multiplicity: 1.

Short version: run a is the most stable of them.

Run a
Entry from OMol25: an isolated molecule of C5H9NO2 (ωB97M-V/def2-TZVPD).

Atoms and positions in Å:
C1 -2.05283 0.15214 -0.50284
C2 -0.97490 -0.42010 0.44266
C3 0.80734 -1.57294 -0.29298
C4 1.50415 -0.38768 0.29528
C5 0.28994 0.58324 0.64058
H1 -2.37264 1.20187 -0.11102
H2 -3.00391 -0.45851 -0.75300
H3 -1.61563 0.39202 -1.48163
H4 -1.25157 -0.62559 1.48322
H5 1.36895 -2.38555 -0.78169
H6 1.84799 -0.79578 1.29163
H7 2.08584 0.85877 -1.05827
H8 0.23463 1.05501 1.65554
H9 0.83139 2.29081 0.12544
N1 -0.48392 -1.64475 -0.15423
O1 2.54583 0.07318 -0.45864
O2 0.23933 1.68386 -0.34005

For the HOMO-LUMO gap, the calculation gives 10.19 eV. The value obtained for the HOMO energy is -0.3550 hartree. As for the charge: 0. As for the multiplicity: 1. The SMILES is C[C@H]1N=C[C@@H](O)[C@H]1O.

Run b
Entry from OMol25: a structure of composition C5H9NO2 (ωB97M-V/def2-TZVPD).

Atoms and positions in Å:
C1 -0.53348 -0.14644 -0.82189
C2 0.35406 0.91801 1.43568
C3 0.33104 0.67739 -1.75574
C4 0.92038 -0.39481 0.93636
C5 -0.91237 0.09977 1.24523
O1 -0.54453 -1.52126 -1.11670
N1 -0.36187 -1.08635 1.61269
O2 1.93582 -0.92003 0.57644
H1 0.37170 -1.83636 -1.09222
H2 -1.57563 0.16645 -0.94350
H3 -0.76761 -1.95989 1.28546
H4 0.57562 1.17611 2.47788
H5 0.53330 1.77726 0.79613
H6 -1.95477 0.38233 1.36454
H7 1.37943 0.37820 -1.68595
H8 0.24566 1.74114 -1.52260
H9 0.00327 0.54846 -2.79183

For the HOMO-LUMO gap, the calculation gives 8.30 eV. The value obtained for the HOMO energy is -0.2847 hartree. As for the charge: 0. As for the multiplicity: 1.

Short version: run a is the most stable of them.